The following is a DFT calculation (ωB97M-V/def2-TZVPD) of C31H39FeIN3O2SSi as an isolated structure.

The HOMO-LUMO gap (spin up / spin down) comes out at 7.20 / 7.97 eV. For the total energy, the calculation gives -3768.50470 Eh. Its charge is 0. As for the max |F|: 1.04 eV/A. As for the HOMO energy (spin up / spin down): -0.305 / -0.305 hartree. As for the multiplicity: 2.

Cartesian coordinates (Å):
Fe 0.9542 0.0658 0.7618
I 2.8521 -0.5030 2.2515
C -0.8138 4.2593 -1.0539
C 0.3642 4.4453 -0.0902
C -0.1250 4.2855 1.3550
C 0.9596 5.8472 -0.2653
Si 1.6718 3.1174 -0.4421
O 1.0925 1.6493 -0.0083
C 2.1039 3.0498 -2.2715
C 2.6059 4.1391 -2.9917
C 2.9518 4.0190 -4.3304
C 2.8006 2.8028 -4.9823
C 2.2994 1.7103 -4.2897
C 1.9585 1.8366 -2.9496
C 3.2121 3.4838 0.5728
C 3.1903 3.2205 1.9469
C 4.3121 3.4219 2.7370
C 5.4867 3.8911 2.1651
C 5.5325 4.1539 0.8038
C 4.4067 3.9480 0.0174
H -1.5748 5.0274 -0.8775
H -1.2815 3.2804 -0.9154
H -0.4918 4.3337 -2.0954
H -0.9412 4.9884 1.5546
H 0.6762 4.4941 2.0670
H -0.4916 3.2734 1.5423
H 0.2361 6.6051 0.0540
H 1.2066 6.0490 -1.3095
H 1.8653 5.9756 0.3322
H 2.7366 5.0968 -2.5020
H 3.3445 4.8739 -4.8668
H 3.0792 2.7059 -6.0240
H 2.1809 0.7597 -4.7955
H 1.5802 0.9807 -2.4050
H 2.2842 2.8387 2.4028
H 4.2751 3.2044 3.7972
H 6.3645 4.0455 2.7800
H 6.4490 4.5163 0.3547
H 4.4633 4.1434 -1.0472
C -4.8029 -7.2629 0.9754
C -4.5661 -6.7399 2.3625
O -3.7583 -7.1578 3.1335
S -5.6369 -5.2929 2.7707
C -4.4019 -4.0070 2.7449
C -3.1073 -4.1733 3.2268
C -2.1765 -3.1622 3.0473
C -2.5212 -1.9698 2.4086
C -3.8448 -1.7836 2.0073
C -4.7747 -2.7963 2.1650
C -1.4985 -1.0160 2.0840
C -0.6215 -0.2412 1.7601
H -4.2116 -8.1583 0.7949
H -4.5235 -6.4802 0.2677
H -5.8653 -7.4621 0.8320
H -2.8237 -5.0866 3.7289
H -1.1597 -3.2894 3.3962
H -4.1327 -0.8512 1.5393
H -5.7918 -2.6651 1.8177
C -1.0678 -0.5065 -1.7673
N -1.1660 -1.8931 -1.3376
C -2.5240 -2.3911 -1.1652
C -0.1282 -2.4430 -0.6627
N 0.8808 -1.7062 -0.2773
N -0.2046 -3.7896 -0.4247
C -0.5035 -4.7103 -1.5094
C 0.6015 -4.3537 0.6445
H -1.8031 -0.3370 -2.5526
H -0.0759 -0.3162 -2.1662
H -1.2547 0.1882 -0.9425
H -3.1561 -1.5895 -0.7822
H -2.5363 -3.2044 -0.4445
H -2.9410 -2.7348 -2.1149
H 1.6675 -2.2624 0.0356
H -0.9988 -4.1926 -2.3253
H -1.1498 -5.5145 -1.1522
H 0.4178 -5.1611 -1.8931
H 1.5949 -4.6677 0.3037
H 0.0842 -5.2285 1.0406
H 0.7056 -3.6263 1.4473

Taken from the Mulliken analysis, the atomic charges in e are:
1. Fe -0.5654
2. I -0.2973
3. C -1.7003
4. C 2.1377
5. C -1.6159
6. C -1.7257
7. Si -1.9075
8. O 1.7688
9. C 0.6361
10. C -0.2236
11. C -0.8321
12. C -0.5444
13. C -0.5403
14. C -0.0779
15. C 0.7657
16. C -0.3034
17. C -0.9719
18. C -0.4489
19. C -0.7208
20. C -0.1568
21. H 0.5207
22. H 0.2249
23. H 0.3422
24. H 0.4827
25. H 0.3223
26. H 0.2015
27. H 0.4801
28. H 0.3073
29. H 0.3566
30. H 0.2563
31. H 0.3955
32. H 0.3697
33. H 0.4235
34. H 0.0095
35. H 0.5188
36. H 0.4021
37. H 0.3720
38. H 0.4047
39. H 0.3381
40. C -0.9884
41. C 0.7353
42. O -0.5148
43. S -0.1911
44. C 0.3216
45. C -0.6388
46. C -0.3173
47. C 0.5719
48. C -0.7366
49. C -0.5740
50. C 0.1226
51. C -0.7704
52. H 0.3123
53. H 0.2372
54. H 0.3597
55. H 0.5352
56. H 0.5637
57. H 0.5542
58. H 0.4014
59. C -1.3893
60. N 0.3968
61. C -1.4464
62. C 0.8041
63. N -0.3894
64. N 0.3425
65. C -1.0673
66. C -1.2246
67. H 0.4183
68. H 0.3733
69. H 0.3724
70. H 0.4391
71. H 0.5207
72. H 0.2779
73. H 0.1768
74. H 0.3500
75. H 0.2889
76. H 0.3555
77. H 0.3434
78. H 0.3164
79. H 0.3525